No. 1
Density functional theory data (ωB97M-V/def2-TZVPD) for a 6-piece molecular cluster, C30H79N6O10 overall at a distorted geometry.

Positions of all 125 atoms, in Å:
H 4.0930 -0.0219 -0.8877
C -2.8112 -2.3860 2.1759
H 4.1279 -0.7252 -2.2303
O 1.1142 -5.5601 -0.7277
H -4.5411 2.4292 3.8854
C -2.9064 4.6164 8.0836
C -2.7758 2.7145 4.9463
H -0.6612 -5.5181 0.3867
N 3.7367 1.6866 1.6467
H -0.4521 -6.0967 -8.1833
H 1.8082 1.5311 0.6671
H -0.2314 3.4759 0.3250
C -1.8617 0.8102 -3.5502
H 5.9250 1.7578 -0.0144
C 3.4347 -0.2548 -1.5776
C 0.2477 3.9733 -0.4932
N -0.5537 -2.8455 1.2786
O -4.1356 -2.9117 2.2741
H -0.2342 -7.3986 -1.1392
H 2.1599 -0.8241 -3.3494
O 6.4215 3.6920 0.1518
H -1.1144 2.9678 -2.6748
H 0.2442 -1.0512 4.2784
C 0.3892 -5.0264 0.4358
H 0.6387 6.2851 0.7386
C 0.6129 -6.4847 -7.9515
C -3.7903 2.8062 -0.9840
H -3.7998 3.8034 1.5248
H 0.3444 0.9849 -3.4260
H 3.0371 0.6678 -2.1745
H 7.7117 3.0604 -1.3985
H 1.2566 -6.0323 -8.7973
H 3.1471 -3.2815 -3.0008
N -3.6111 2.8304 3.7208
C 4.2810 2.6071 0.6799
O 1.4940 4.4929 0.0054
N -0.4810 -0.0119 -0.1092
C 1.7634 -4.7987 -5.0265
H -2.8775 -1.1586 2.3636
O 2.3649 -1.1770 -1.5117
H -5.0907 -0.9624 2.5373
H 2.4269 -2.9682 -5.1465
H 3.9074 3.5458 0.9518
H 1.2381 -2.9625 0.1840
H 1.2778 -7.1077 -1.8739
H 1.0847 -7.5554 0.0191
O -3.0264 2.4008 0.1414
C 2.2412 -3.0717 -3.1391
H -3.5403 -1.4474 -3.5379
H 1.8628 2.7377 2.0330
H -4.2599 3.2037 6.3885
H -4.6520 2.0549 -1.1624
H -0.0441 -3.3701 2.2275
H 7.9813 4.4880 -0.7741
H -0.6477 2.3440 -4.2828
H 2.3331 6.0055 1.2302
H -1.0297 -0.2103 3.8488
C 5.7998 2.4621 0.6348
H -1.7193 0.4212 -4.5396
H 0.7058 -5.4244 1.4584
H 0.1451 0.7780 4.7551
H -3.6911 4.3229 8.8364
C -0.5392 1.6582 -3.4094
H 3.8359 2.5840 -0.3262
O -1.8656 -0.2489 -2.7084
H 2.8886 -4.7291 -5.3088
H 2.3456 -0.2261 2.1453
C 0.3135 -3.5014 0.2161
H -1.7536 3.2002 4.6914
H 1.0957 -4.1637 -6.8313
H 1.6639 -3.8172 -2.2239
C 7.7257 3.5231 -0.3015
O -2.4228 3.7799 7.1379
C 0.7325 -6.9290 -0.9533
H -2.6779 1.2115 2.5163
H -0.5398 4.7911 -0.7243
H -0.1232 0.3188 -0.9171
H -2.1389 -4.1253 1.2041
H -4.0075 3.8475 -1.0178
C -3.7209 2.7525 1.3692
H -2.0433 2.9891 2.3374
H 4.0914 1.5258 2.4066
H -2.0422 4.6834 8.6239
H 0.1424 -0.3565 0.5045
H -0.0959 -5.0426 -5.8883
H -5.9896 -2.4081 2.8226
H -1.0955 0.7379 0.4697
C -3.3424 3.6223 6.0496
C 1.3855 5.3737 1.0428
H -2.6204 1.6319 5.2496
H -3.0481 2.6459 -2.0015
H -4.7002 2.2578 1.4316
H -2.2804 -2.9338 0.1808
H 0.6974 -7.6666 -8.0449
N 1.8428 -3.4083 -4.5724
H 0.9054 3.9559 -2.6732
H 0.5757 -1.7327 -2.5604
N -0.5896 2.4169 -2.1540
C 1.8387 -1.5778 -2.7170
H 1.1748 4.9439 1.8836
C -5.0698 -2.1065 2.9262
H 0.0868 -3.2437 -0.6790
H 1.9994 0.9991 3.6466
H -2.4036 -2.5690 3.1857
H -2.8333 1.3283 -3.6085
C 2.2630 1.6649 1.7063
H -3.3360 -1.7259 -2.0580
C -2.9529 2.3669 2.5525
H 6.0553 2.1796 1.6523
H -4.7256 -2.0988 3.9921
H -3.7492 4.6316 5.6110
C -0.1904 -0.0607 3.9254
C -1.9624 -3.1934 1.1180
O 0.2475 0.6105 2.6460
C 1.7627 0.6301 2.6344
H -1.1625 -0.7335 -0.3346
O 1.2604 -6.1648 -6.7102
H -3.9429 -0.3325 -2.4303
H -3.4534 5.5658 7.8889
C -3.2346 -0.8802 -2.6183
C 0.5970 3.1466 -1.7409
C 0.8744 -4.9610 -6.1903
H 1.6125 -5.4504 -4.1785
H 8.4498 2.9961 0.3474
H 1.3712 2.5048 -1.3840

Properties
Kohn-Sham gap, Ha: 0.321
Largest force on an atom, eV/Å: 18.0
HOMO energy, eV: -10.3
Net charge: +1
Lowest unoccupied orbital energy, eV: -1.59

Löwdin population analysis, charges in e, atoms 1 to 99: number 1, H, carries 0.03; number 2, C, carries -0.18; number 3, H, carries 0.08; number 4, O, carries -0.22; number 5, H, carries 0.13; number 6, C, carries -0.19; number 7, C, carries -0.19; number 8, H, carries 0.13; number 9, N, carries -0.01; number 10, H, carries 0.10; number 11, H, carries 0.11; number 12, H, carries 0.09; number 13, C, carries -0.28; number 14, H, carries 0.05; number 15, C, carries -0.07; number 16, C, carries -0.21; number 17, N, carries -0.06; number 18, O, carries -0.20; number 19, H, carries 0.08; number 20, H, carries 0.07; number 21, O, carries -0.17; number 22, H, carries 0.02; number 23, H, carries 0.12; number 24, C, carries -0.17; number 25, H, carries 0.14; number 26, C, carries -0.11; number 27, C, carries -0.11; number 28, H, carries 0.12; number 29, H, carries 0.12; number 30, H, carries 0.13; number 31, H, carries 0.11; number 32, H, carries 0.10; number 33, H, carries 0.02; number 34, N, carries -0.07; number 35, C, carries -0.18; number 36, O, carries -0.22; number 37, N, carries 0.37; number 38, C, carries -0.18; number 39, H, carries 0.14; number 40, O, carries -0.23; number 41, H, carries 0.13; number 42, H, carries 0.04; number 43, H, carries 0.09; number 44, H, carries 0.10; number 45, H, carries 0.07; number 46, H, carries 0.13; number 47, O, carries -0.22; number 48, C, carries -0.11; number 49, H, carries 0.13; number 50, H, carries 0.15; number 51, H, carries 0.10; number 52, H, carries 0.11; number 53, H, carries 0.20; number 54, H, carries 0.09; number 55, H, carries 0.14; number 56, H, carries 0.12; number 57, H, carries -0.11; number 58, C, carries -0.15; number 59, H, carries 0.11; number 60, H, carries 0.14; number 61, H, carries 0.16; number 62, H, carries 0.10; number 63, C, carries -0.16; number 64, H, carries 0.12; number 65, O, carries -0.17; number 66, H, carries 0.16; number 67, H, carries 0.15; number 68, C, carries -0.20; number 69, H, carries 0.15; number 70, H, carries 0.11; number 71, H, carries 0.18; number 72, C, carries -0.15; number 73, O, carries -0.15; number 74, C, carries -0.12; number 75, H, carries 0.13; number 76, H, carries 0.15; number 77, H, carries 0.04; number 78, H, carries 0.04; number 79, H, carries 0.07; number 80, C, carries -0.24; number 81, H, carries 0.14; number 82, H, carries -0.01; number 83, H, carries 0.06; number 84, H, carries 0.04; number 85, H, carries 0.10; number 86, H, carries 0.02; number 87, H, carries 0.20; number 88, C, carries -0.23; number 89, C, carries -0.15; number 90, H, carries 0.13; number 91, H, carries 0.11; number 92, H, carries 0.13; number 93, H, carries 0.09; number 94, H, carries 0.12; number 95, N, carries -0.07; number 96, H, carries 0.20; number 97, H, carries 0.17; number 98, N, carries -0.08; number 99, C, carries -0.23



No. 2
Density functional theory data (ωB97M-V/def2-TZVPD) for a 15-piece molecular cluster, C30H80BO35 overall at a distorted geometry.

Positions of all 146 atoms, in Å:
O -0.0311 3.0470 -3.3785
H 4.8318 -0.5126 -7.1797
C 3.8946 -1.1149 5.0936
O -2.3322 -1.9756 -2.7386
H -1.4000 5.3429 2.2241
O 1.3694 0.5529 -4.1777
H -5.2453 -0.4714 -2.8344
H 1.3992 3.2625 6.6218
H -5.0316 1.6241 -4.0627
O 0.8357 0.5165 2.6380
H -2.7901 -0.0530 -2.1863
C 0.5663 -3.6898 -0.5632
C -4.9495 -4.5010 0.8518
H -3.3854 -2.9673 1.1927
O 3.9220 -3.2344 3.8232
H -5.0240 0.4964 5.9539
O 0.6379 5.9904 -4.1523
C -4.4777 2.3609 -4.6445
C 3.2628 3.1436 3.0508
H 2.4908 -3.5589 1.2575
C -3.3752 -1.1164 4.6758
H 1.2334 3.8338 2.8756
H 0.4278 -2.1692 -3.2850
H -5.4378 -0.6042 4.1889
O 1.0995 0.1007 -1.9152
C -4.4762 -0.0994 4.2812
H 2.9592 2.1682 3.4310
H 4.9188 3.4422 -1.8018
H 0.0638 1.7857 4.9628
H -1.9722 1.9328 -3.8101
H 5.3693 1.1960 -2.6855
C -0.5246 -2.6507 4.1559
C 0.7151 -2.7470 -4.1636
H 4.5121 -1.4837 3.0333
C 3.9746 -0.0968 -6.6501
H -2.9092 4.0382 0.2591
O -3.8031 -1.9914 5.7087
H 0.2492 5.7205 0.7412
H 3.3581 2.3964 6.4047
H 1.5413 1.9653 7.7444
H 3.5938 1.7393 -7.5034
H 2.6747 2.6413 -0.3484
H 4.7662 -1.6060 5.5263
H -4.1564 -0.8112 -4.1520
C 2.6741 -0.8633 -7.0439
H -3.0250 -1.6639 3.8008
H -2.5777 2.3989 -5.7222
C -3.2158 -1.0561 -2.1623
O -0.8187 5.5122 -1.0225
O -0.0337 2.0941 -1.3615
H 2.8545 -1.8852 -6.7102
C 0.3224 2.1928 -2.6085
O -1.7430 -0.7241 1.5654
O 0.0152 -1.4117 4.6049
O 2.3785 -0.6835 -8.3843
H -4.4921 -3.0781 -3.3125
C -3.5239 -4.0477 1.2304
O -0.7894 -0.0727 -0.3430
O 2.6534 1.8655 6.0264
H -5.6203 -4.4394 1.7087
O 2.7985 -3.5560 0.3481
O 3.2130 3.1769 -0.9358
O -2.5069 1.1780 -4.0671
O 0.8249 -4.1108 -3.8850
C 1.8466 -2.8565 -0.4310
C -0.8381 -0.1949 0.9447
C 4.4967 2.5860 -1.2757
H 1.4464 -4.4063 -4.5544
H 0.1583 -1.0035 3.7479
O -2.7396 -4.4473 0.1281
H 1.9590 3.3392 1.3286
H -0.0107 -4.6742 3.9659
O 4.4187 0.2141 -1.0747
H -5.1044 -4.0655 -0.9828
H -3.7016 -1.6065 6.5823
O 1.1961 -3.5071 2.7303
H 0.0553 -3.4003 -1.4815
H 2.2368 -2.6603 -1.4297
H 1.6710 -1.8735 0.0060
C -4.4257 -1.1207 -3.1422
H 0.8460 5.3149 -3.5068
H 0.7617 -4.7566 -0.6717
H -2.8923 -5.3905 0.0350
H 1.7348 -2.4122 -4.3538
H 4.1971 -0.0926 4.8668
H -0.7596 2.3312 6.3877
O -0.2410 0.4446 6.4673
B 0.3543 0.8052 -0.7854
O 3.8695 1.3847 -6.6550
O -1.4573 -2.7753 -5.3677
H -0.1656 -1.1757 -5.4047
O 1.1401 0.8942 0.4094
O 2.7548 -1.1237 5.8872
O -4.6334 0.9719 5.2171
O -5.1253 -2.3830 -3.1188
H 0.0264 5.6969 -1.4387
H -0.3151 5.9575 -4.2353
H -5.1304 3.9443 -3.8190
O -0.1982 -3.4481 0.6022
H 2.7898 -1.5287 3.3674
C -1.7348 5.1784 1.1999
H -1.0973 -3.7607 0.4774
H 1.8188 -0.6241 -6.4120
H -4.1964 0.3701 3.3381
C 0.0966 1.7464 6.0516
H -2.3914 -2.7517 -2.1766
O 4.3684 3.1063 2.1807
O -5.6110 -3.8328 -0.2013
H 2.6948 -1.4019 -8.9370
H 2.3917 -0.3263 5.4949
C -3.1771 1.6942 -5.1458
H -3.4217 0.9257 -5.8790
H 0.3694 -2.5295 -6.3426
H -0.0152 -0.1366 5.7374
H -1.8967 -2.2723 -4.6781
H 5.1525 2.5940 -0.4051
C 2.1497 3.8255 2.2853
H 3.0548 -3.6062 4.0001
C -0.5070 5.0841 0.2816
H -1.1342 -3.0109 4.9846
H 4.4867 -0.5885 -1.5969
H -2.2939 6.0893 0.9856
C -0.1325 -2.2652 -5.4118
H -3.1313 -4.3363 2.2055
H -0.2217 4.0351 0.2014
H 0.5457 -3.2891 2.0587
H 3.6852 1.2442 -2.7567
H -5.0236 2.6013 -5.5569
H 4.0496 -0.3188 -5.5855
C 1.0034 0.8302 -3.0167
C 4.4992 1.2563 -2.0318
H -2.4797 -0.6047 5.0285
C 1.4022 2.1743 6.6837
C 3.7685 -1.7930 3.7678
H 3.5997 3.6352 3.9635
O -4.2511 3.6027 -3.9971
H 3.1918 5.1167 1.4316
O 2.4552 5.2186 2.0386
H 1.2478 -3.7466 4.7907
O -2.5469 3.9967 1.1471
H 4.7985 3.9311 2.4177
H -3.3990 -1.4020 -1.1450
H -5.0736 -5.5765 0.7248
C 0.5393 -3.7331 3.9625
C 0.4896 0.4578 1.4654
H -1.0785 -2.4584 3.2370

Properties
Kohn-Sham gap, Ha: 0.334
Largest force on an atom, eV/Å: 3.9
HOMO energy, eV: -7.2
Net charge: -1
Lowest unoccupied orbital energy, eV: 1.86

Löwdin population analysis, charges in e, atoms 1 to 99: number 1, O, carries 0.14; number 2, H, carries 0.11; number 3, C, carries -0.29; number 4, O, carries -0.07; number 5, H, carries 0.11; number 6, O, carries 0.10; number 7, H, carries 0.11; number 8, H, carries 0.11; number 9, H, carries 0.10; number 10, O, carries 0.12; number 11, H, carries 0.10; number 12, C, carries -0.18; number 13, C, carries -0.25; number 14, H, carries 0.11; number 15, O, carries -0.07; number 16, H, carries 0.07; number 17, O, carries -0.05; number 18, C, carries -0.24; number 19, C, carries -0.24; number 20, H, carries 0.04; number 21, C, carries -0.23; number 22, H, carries 0.12; number 23, H, carries 0.09; number 24, H, carries 0.11; number 25, O, carries 0.20; number 26, C, carries -0.22; number 27, H, carries 0.10; number 28, H, carries 0.11; number 29, H, carries 0.12; number 30, H, carries 0.07; number 31, H, carries 0.11; number 32, C, carries -0.20; number 33, C, carries -0.25; number 34, H, carries 0.12; number 35, C, carries -0.18; number 36, H, carries 0.08; number 37, O, carries -0.07; number 38, H, carries 0.11; number 39, H, carries 0.09; number 40, H, carries 0.12; number 41, H, carries 0.07; number 42, H, carries 0.04; number 43, H, carries 0.12; number 44, H, carries 0.10; number 45, C, carries -0.28; number 46, H, carries 0.09; number 47, H, carries 0.13; number 48, C, carries -0.20; number 49, O, carries -0.06; number 50, O, carries 0.24; number 51, H, carries 0.11; number 52, C, carries -0.38; number 53, O, carries 0.12; number 54, O, carries -0.08; number 55, O, carries -0.05; number 56, H, carries 0.07; number 57, C, carries -0.20; number 58, O, carries 0.22; number 59, O, carries -0.09; number 60, H, carries 0.12; number 61, O, carries -0.05; number 62, O, carries -0.07; number 63, O, carries -0.05; number 64, O, carries -0.05; number 65, C, carries -0.21; number 66, C, carries -0.37; number 67, C, carries -0.20; number 68, H, carries 0.09; number 69, H, carries 0.05; number 70, O, carries -0.08; number 71, H, carries 0.09; number 72, H, carries 0.11; number 73, O, carries -0.04; number 74, H, carries 0.07; number 75, H, carries 0.08; number 76, O, carries -0.10; number 77, H, carries 0.09; number 78, H, carries 0.11; number 79, H, carries 0.12; number 80, C, carries -0.20; number 81, H, carries 0.00; number 82, H, carries 0.13; number 83, H, carries 0.10; number 84, H, carries 0.10; number 85, H, carries 0.11; number 86, H, carries 0.12; number 87, O, carries -0.08; number 88, B, carries -0.85; number 89, O, carries -0.08; number 90, O, carries -0.07; number 91, H, carries 0.10; number 92, O, carries 0.24; number 93, O, carries -0.04; number 94, O, carries -0.07; number 95, O, carries -0.07; number 96, H, carries 0.07; number 97, H, carries 0.03; number 98, H, carries 0.08; number 99, O, carries -0.08